No. 1
This record from the OMol25 dataset describes the ion C19H30ClN2O3P2 with charge +1 in a non-equilibrium geometry. The level of theory is wB97M-V/def2-TZVPD.

ORCA input file:
```
! RIJCOSX wB97M-V def2-TZVPD def2/J DEFGRID3
* xyz 1 1
C 0.263 2.624 1.501
C 1.495 2.708 1.013
C 2.985 2.569 0.363
C 2.777 1.902 -1.094
C 2.933 0.266 -1.097
C 1.609 -0.366 -0.398
C 0.417 -0.732 -1.389
C 0.459 -0.567 -2.987
C 0.276 0.944 -3.525
C -1.075 1.684 -3.019
Cl 0.090 0.793 -5.384
C -0.939 -1.314 -0.774
C -2.242 -1.688 -1.635
O -2.592 -2.896 -1.792
O -3.037 -0.608 -2.202
P -4.120 0.046 -1.020
C -5.616 -1.104 -0.839
C -4.629 1.828 -1.401
C -0.981 -1.527 0.806
P -2.577 -2.270 1.530
N -2.494 -2.637 3.096
C 0.288 -1.120 1.673
N 1.529 -0.583 1.069
C 2.655 -0.287 2.017
C 2.853 -1.394 3.182
C 4.316 -1.307 3.912
O 4.425 -0.177 4.825
H -0.829 2.930 1.727
H 3.383 3.640 0.225
H 3.722 2.021 1.051
H 3.501 2.376 -1.866
H 1.662 2.090 -1.380
H 2.993 -0.018 -2.227
H 3.918 -0.095 -0.630
H -0.349 -1.226 -3.509
H 1.475 -0.989 -3.375
H 1.235 1.592 -3.390
H -0.946 2.815 -3.254
H -1.920 1.321 -3.737
H -1.355 1.469 -1.927
H -6.278 -0.771 0.040
H -5.193 -2.151 -0.542
H -6.183 -1.253 -1.833
H -5.074 2.004 -2.446
H -5.466 2.121 -0.642
H -3.754 2.556 -1.178
H -2.789 -3.530 0.830
H -3.688 -1.361 1.372
H -1.559 -2.359 3.438
H 0.166 -1.275 2.815
H 3.679 -0.220 1.463
H 2.546 0.736 2.559
H 2.626 -2.475 2.864
H 2.089 -1.116 4.022
H 4.508 -2.318 4.462
H 5.130 -1.168 3.110
H 3.734 -0.211 5.528
*
```

Output
orbital gap	5.9	eV
structure (SMILES)	C#CCCCc1c(C[C@H](C)Cl)c(C(=O)OP(C)C)c([PH2]=N)c[n+]1CCCO
total energy	-60393.369	eV

No. 2
This record from the OMol25 dataset describes a cluster of 2 separate species, C19H30FN5O3 in total in a non-equilibrium geometry. The level of theory is wB97M-V/def2-TZVPD.

ORCA input file:
```
! RIJCOSX wB97M-V def2-TZVPD def2/J DEFGRID3
* xyz 0 1
O -4.882 -2.528 -3.677
O 3.149 1.613 0.160
O -0.844 -1.688 -5.580
F 3.144 1.574 6.767
N 0.747 0.270 4.320
C -4.008 -2.968 -2.941
C 3.291 1.883 1.348
C -1.992 -1.727 -5.143
C -0.068 -0.392 5.152
C 1.809 0.943 4.804
C 0.141 -0.420 6.529
C 1.228 0.264 7.066
C 2.078 0.957 6.203
N -3.020 -2.169 -5.876
N 4.229 2.839 1.737
N 2.602 1.573 3.817
N -2.776 -2.462 -2.892
C -4.298 -4.137 -2.029
C -2.921 -2.646 -7.254
C 5.058 3.511 0.737
C 2.384 1.191 2.381
C -0.122 0.421 -0.926
C -2.509 0.869 -1.449
C 4.535 2.985 3.163
C 3.272 2.881 4.033
C -1.393 -0.176 -1.528
C -1.116 -0.644 -2.971
C -2.308 -1.318 -3.688
H -0.918 -0.927 4.738
H -0.542 -0.971 7.166
H 1.423 0.257 8.135
H -3.924 -2.208 -5.415
H -2.112 -2.901 -2.276
H -3.729 -5.002 -2.363
H -5.363 -4.361 -2.070
H -4.021 -3.881 -1.008
H -2.515 -3.658 -7.264
H -2.257 -1.995 -7.826
H -3.908 -2.649 -7.719
H 5.752 4.215 1.206
H 5.645 2.778 0.173
H 4.428 4.070 0.037
H 2.530 0.113 2.269
H 1.353 1.423 2.096
H 0.205 1.283 -1.508
H -0.305 0.731 0.102
H 0.673 -0.325 -0.928
H -3.456 0.427 -1.757
H -2.274 1.715 -2.095
H -2.612 1.221 -0.423
H 5.002 3.957 3.347
H 5.247 2.209 3.464
H 2.581 3.688 3.769
H 3.568 3.041 5.069
H -1.678 -1.032 -0.916
H -0.801 0.218 -3.562
H -0.283 -1.348 -2.951
H -3.116 -0.589 -3.751
*
```

Output
orbital gap	9.0	eV
structure (SMILES)	CNC(=O)[C@H](CC(C)C)NC(C)=O.CN1CCN(c2ncccc2F)CC1=O
total energy	-36501.529	eV

No. 3
This record from the OMol25 dataset describes a structure of composition C19H30NV in a non-equilibrium geometry. The level of theory is wB97M-V/def2-TZVPD.

ORCA input file:
```
! RIJCOSX wB97M-V def2-TZVPD def2/J DEFGRID3
* xyz 2 3
C 1.113 1.928 -0.443
H 1.497 2.136 0.566
H 1.941 1.882 -1.169
H 1.757 -0.010 0.104
C 0.005 2.886 -0.868
H -0.717 2.366 -1.522
H -0.556 3.205 0.026
C 0.502 4.143 -1.599
H -0.344 4.761 -1.918
H 1.134 4.759 -0.951
H 1.080 3.890 -2.495
C -0.366 -1.986 -1.028
C -0.774 -0.956 -1.950
C 0.424 -0.327 -2.461
C 1.558 -0.967 -1.861
C 1.076 -1.977 -0.967
C 1.902 -2.999 -0.263
C 2.981 -0.734 -2.228
C 0.479 0.693 -3.541
C -2.166 -0.624 -2.320
C -1.254 -2.951 -0.331
V 0.301 -0.115 -0.400
H 3.656 -1.022 -1.416
H 3.217 -1.345 -3.110
H 3.184 0.316 -2.465
H 2.930 -2.642 -0.100
H 1.493 -3.263 0.726
H 1.943 -3.917 -0.881
H -2.237 -2.512 -0.124
H -1.399 -3.836 -0.968
H -0.838 -3.291 0.628
H -2.235 0.379 -2.748
H -2.544 -1.345 -3.055
H -2.821 -0.660 -1.444
H 1.317 1.398 -3.412
H 0.619 0.189 -4.514
H -0.451 1.279 -3.596
C -1.917 0.111 5.758
C -1.415 0.097 4.340
C -0.193 0.681 4.000
C 0.272 0.631 2.679
N -0.441 0.036 1.679
C -1.664 -0.485 1.999
C -2.145 -0.487 3.312
H -1.216 -0.390 6.439
H -2.065 1.138 6.121
H -2.880 -0.408 5.845
H 0.416 1.163 4.761
H 1.233 1.077 2.429
H -2.280 -0.925 1.211
H -3.113 -0.970 3.524
*
```

Output
orbital gap (spin up / spin down)	8.1 / 6.6	eV
total energy	-47349.336	eV

No. 4
This record from the OMol25 dataset describes a structure of composition C19H31BaO9S. The level of theory is wB97M-V/def2-TZVPD.

ORCA input file:
```
! RIJCOSX wB97M-V def2-TZVPD def2/J DEFGRID3
* xyz 1 1
Ba 0.415 -0.449 -0.766
C 2.158 -0.498 2.457
C 3.208 -0.232 1.408
O 2.874 -1.023 0.267
C 3.955 -1.517 -0.511
C 3.351 -1.983 -1.831
O 2.097 -2.645 -1.661
C 2.143 -3.939 -1.070
C 1.822 -3.897 0.412
O 0.587 -3.231 0.666
C -0.577 -4.055 0.631
C -1.483 -3.660 -0.516
O -1.825 -2.280 -0.470
C -2.866 -1.949 0.443
C -2.916 -0.443 0.515
O -1.661 0.074 0.950
C -1.453 0.164 2.359
C -0.183 -0.551 2.753
O 0.895 -0.039 1.975
H 2.422 0.015 3.386
H 2.095 -1.574 2.652
H 4.188 -0.506 1.808
H 3.223 0.823 1.123
H 4.464 -2.327 0.023
H 4.686 -0.730 -0.716
H 4.051 -2.619 -2.379
H 3.131 -1.115 -2.455
H 3.123 -4.400 -1.226
H 1.408 -4.548 -1.601
H 2.583 -3.347 0.960
H 1.795 -4.918 0.807
H -1.088 -3.946 1.590
H -0.309 -5.110 0.526
H -2.386 -4.279 -0.519
H -0.973 -3.807 -1.470
H -2.663 -2.375 1.432
H -3.822 -2.346 0.088
H -3.728 -0.100 1.160
H -3.087 -0.030 -0.481
H -2.289 -0.272 2.912
H -1.383 1.222 2.621
H -0.255 -1.633 2.588
H -0.009 -0.365 3.818
C -3.409 6.504 -0.516
C -2.407 5.473 -0.956
C -2.119 5.275 -2.303
C -1.184 4.333 -2.705
C -0.530 3.572 -1.748
C -0.797 3.755 -0.398
C -1.731 4.701 -0.013
S 0.624 2.355 -2.293
O 1.397 2.902 -3.364
O 1.392 1.969 -1.081
O -0.194 1.167 -2.674
H -3.800 7.062 -1.364
H -2.956 7.215 0.177
H -4.251 6.039 -0.001
H -2.624 5.876 -3.049
H -0.950 4.200 -3.753
H -0.251 3.182 0.340
H -1.929 4.861 1.041
*
```

Output
orbital gap	8.8	eV
energy above the lowest of the compared OMol25 structures with the same formula, charge and spin	2.7	kcal/mol
total energy	-50158.898	eV

No. 5
This record from the OMol25 dataset describes a structure of composition C19H31Br2N7OSV. The level of theory is wB97M-V/def2-TZVPD.

ORCA input file:
```
! RIJCOSX wB97M-V def2-TZVPD def2/J DEFGRID3
* xyz 2 2
V 0.314 0.772 0.037
N 1.980 1.893 -0.876
C 3.122 2.043 0.057
C 2.588 2.306 1.456
N 1.520 1.346 1.831
C 1.988 0.091 2.466
C 2.486 -0.913 1.444
N 1.502 -1.069 0.344
H 2.300 1.456 -1.736
H 1.625 2.807 -1.148
H 3.788 2.856 -0.236
H 3.701 1.124 0.016
H 2.152 3.307 1.486
H 3.407 2.292 2.179
H 0.934 1.802 2.524
H 1.133 -0.325 2.998
H 2.777 0.289 3.197
H 2.681 -1.862 1.945
H 3.431 -0.594 1.010
H 0.844 -1.814 0.562
H 2.003 -1.345 -0.500
Br -4.671 5.235 -0.562
C -3.183 4.112 -0.433
C -2.250 4.290 0.587
C -1.192 3.418 0.662
N -0.995 2.411 -0.213
C -1.884 2.273 -1.226
C -3.000 3.093 -1.347
C -1.585 1.194 -2.167
C -2.221 1.065 -3.397
C -1.840 0.051 -4.253
Br -2.675 -0.148 -5.913
C -0.817 -0.814 -3.869
C -0.233 -0.631 -2.639
N -0.597 0.350 -1.782
H -2.361 5.081 1.315
H -0.468 3.514 1.462
H -3.724 2.941 -2.133
H -2.990 1.760 -3.700
H -0.487 -1.613 -4.519
H 0.568 -1.283 -2.313
C 4.349 -2.219 -1.718
O 3.427 -1.140 -1.969
H 5.376 -1.859 -1.688
H 4.255 -2.999 -2.472
H 4.096 -2.640 -0.747
H 3.624 -0.794 -2.847
C -2.765 -2.026 3.761
N -2.380 -2.449 2.426
C -2.543 -3.841 1.994
C -2.161 -3.782 0.509
N -1.504 -2.466 0.405
C -1.818 -1.701 1.494
S -1.557 -0.033 1.605
H -2.427 -2.768 4.483
H -3.849 -1.929 3.830
H -2.305 -1.067 3.981
H -3.569 -4.167 2.151
H -1.882 -4.487 2.574
H -3.039 -3.825 -0.134
H -1.479 -4.580 0.227
H -1.521 -1.984 -0.482
*
```

Output
orbital gap (spin up / spin down)	6.9 / 5.8	eV
energy above the lowest of the compared OMol25 structures with the same formula, charge and spin	0.0	kcal/mol
total energy	-209281.874	eV

No. 6
This record from the OMol25 dataset describes a cluster of 6 separate species, C19H31BrCl10O3S in total in a non-equilibrium geometry. The level of theory is wB97M-V/def2-TZVPD.

ORCA input file:
```
! RIJCOSX wB97M-V def2-TZVPD def2/J DEFGRID3
* xyz 0 1
C -3.395 -0.337 1.163
C -4.086 0.736 0.189
Br -3.865 0.299 -1.764
C -3.672 2.280 0.509
O -2.488 2.592 -0.233
S -1.039 2.573 0.589
O -1.238 2.519 2.103
O -0.195 1.094 0.338
C -0.241 0.649 -1.007
C -0.457 1.460 -2.293
C -0.513 0.859 -3.745
C -0.332 -0.669 -3.903
C -0.054 -1.518 -2.607
C -0.003 -0.901 -1.199
H -2.610 0.176 1.809
H -2.995 -1.187 0.510
H -4.193 -0.784 1.848
H -5.230 0.705 0.354
H -4.532 2.894 0.031
H -3.706 2.538 1.614
H -0.635 2.592 -2.204
H -0.717 1.507 -4.668
H -0.409 -1.119 -4.943
H 0.101 -2.643 -2.750
H 0.205 -1.580 -0.290
Cl 0.840 3.043 -4.099
C 2.008 4.350 -4.428
C 3.014 4.509 -3.306
Cl 2.266 5.139 -1.816
H 1.448 5.271 -4.599
H 2.523 4.088 -5.355
H 3.785 5.224 -3.599
H 3.501 3.562 -3.066
Cl 2.074 -3.577 -0.688
C 3.630 -3.676 0.175
C 3.785 -2.572 1.201
Cl 3.962 -0.969 0.443
H 4.430 -3.651 -0.567
H 3.655 -4.649 0.670
H 4.685 -2.742 1.795
H 2.933 -2.533 1.880
Cl 1.035 -5.876 3.565
C 1.183 -4.936 5.071
C 1.404 -3.462 4.805
Cl 3.006 -3.142 4.089
H 1.997 -5.364 5.659
H 0.255 -5.076 5.624
H 1.360 -2.903 5.745
H 0.646 -3.057 4.132
Cl -1.580 -5.757 7.293
C -1.400 -4.796 8.782
C -1.165 -3.326 8.494
Cl 0.431 -3.023 7.756
H -0.584 -5.226 9.365
H -2.325 -4.918 9.349
H -1.192 -2.759 9.427
H -1.928 -2.921 7.827
Cl 0.052 3.100 -7.281
C -0.837 4.642 -7.203
C -0.235 5.696 -8.111
Cl 1.363 6.242 -7.542
H -0.855 4.970 -6.162
H -1.863 4.430 -7.511
H -0.880 6.577 -8.134
H -0.123 5.330 -9.133
*
```

Output
orbital gap	8.6	eV
total energy	-232444.776	eV

No. 7
This record from the OMol25 dataset describes a structure of composition C19H31BrO7Se2Ta. The level of theory is wB97M-V/def2-TZVPD.

ORCA input file:
```
! RIJCOSX wB97M-V def2-TZVPD def2/J DEFGRID3
* xyz 3 1
Ta -0.320 -0.088 -0.677
C 0.634 3.167 -0.188
O 0.434 2.096 -1.157
C 0.228 2.671 -2.474
C -0.631 1.731 -3.278
O -0.260 0.371 -2.866
C 0.838 -0.195 -3.638
C 2.070 -0.186 -2.783
O 1.695 -0.687 -1.472
C 2.906 -0.986 -0.699
H -0.331 3.605 0.067
H 1.128 2.758 0.683
H 1.288 3.915 -0.631
H -0.265 3.638 -2.379
H 1.210 2.822 -2.927
H -1.685 1.837 -3.074
H -0.460 1.823 -4.348
H 0.535 -1.194 -3.942
H 0.994 0.396 -4.538
H 2.834 -0.840 -3.205
H 2.483 0.816 -2.657
H 3.474 -1.729 -1.255
H 3.477 -0.069 -0.569
H 2.605 -1.382 0.261
C -0.197 -2.053 2.739
Se 0.055 -2.384 0.842
C -1.590 -3.384 0.551
C -1.779 -3.705 -0.924
Se -0.852 -2.508 -2.172
C 0.736 -3.606 -2.438
H -1.116 -1.497 2.902
H 0.670 -1.514 3.111
H -0.239 -3.030 3.217
H -2.400 -2.781 0.947
H -1.493 -4.297 1.138
H -2.830 -3.659 -1.200
H -1.401 -4.692 -1.180
H 0.402 -4.535 -2.896
H 1.236 -3.801 -1.494
H 1.402 -3.096 -3.130
Br 1.524 3.090 7.069
C 1.116 2.379 5.401
C -0.224 2.248 5.018
C -0.528 1.721 3.786
C 0.509 1.321 2.922
C 1.854 1.462 3.315
C 2.155 1.988 4.548
C 0.196 0.774 1.651
O -0.992 0.570 1.199
O 1.079 0.410 0.761
H -1.007 2.564 5.693
H -1.560 1.618 3.478
H 2.651 1.158 2.648
H 3.181 2.102 4.866
C -4.300 0.521 -0.636
C -2.854 0.269 -0.727
O -1.992 1.158 -1.040
O -2.313 -0.861 -0.474
H -4.586 1.369 -1.253
H -4.527 0.764 0.407
H -4.862 -0.373 -0.900
*
```

Output
orbital gap	6.7	eV
energy above the lowest of the compared OMol25 structures with the same formula, charge and spin	1.3	kcal/mol
total energy	-236801.994	eV

No. 8
This record from the OMol25 dataset describes a structure of composition C19H31ClHfN2S in a non-equilibrium geometry. The level of theory is wB97M-V/def2-TZVPD.

ORCA input file:
```
! RIJCOSX wB97M-V def2-TZVPD def2/J DEFGRID3
* xyz 2 1
C 0.235 0.716 -6.143
C 1.602 1.277 -6.544
C 0.020 -0.595 -6.904
C -0.842 1.710 -6.586
Cl 0.146 0.438 -4.308
H 0.081 -0.350 -7.976
H -0.961 -1.031 -6.704
H 0.791 -1.335 -6.675
H 1.581 1.413 -7.637
H 2.416 0.590 -6.297
H 1.802 2.246 -6.078
H -0.740 1.825 -7.676
H -0.712 2.689 -6.118
H -1.849 1.344 -6.368
C 1.621 -1.541 0.843
C 0.785 -2.329 -0.017
C 0.934 -1.849 -1.368
H 0.231 -3.212 0.303
C 1.838 -0.740 -1.355
C 2.287 -0.565 0.013
H 3.061 0.132 0.359
H 1.875 -1.778 1.879
H 0.579 -2.374 -2.262
H 2.194 -0.173 -2.220
C -2.143 0.957 0.311
C -2.112 -0.251 1.096
C -1.967 -1.351 0.189
H -2.352 -0.328 2.164
C -1.907 -0.826 -1.159
C -1.973 0.599 -1.081
H -1.963 1.302 -1.911
H -2.366 1.955 0.708
H -2.061 -2.392 0.484
H -2.015 -1.424 -2.068
Hf -0.016 -0.086 0.038
C 0.813 2.168 7.052
C -0.057 1.624 5.935
N 0.708 1.447 4.669
C 0.313 0.646 3.645
S 0.424 1.313 1.984
N -0.087 -0.606 3.889
C 0.264 -1.388 5.110
C -0.952 -1.862 5.901
H 1.699 1.551 7.213
H 0.241 2.180 7.985
H 1.134 3.195 6.855
H -0.463 0.649 6.207
H -0.920 2.286 5.752
H 1.151 2.306 4.337
H -0.418 -1.148 3.087
H 0.874 -2.247 4.802
H 0.899 -0.756 5.734
H -1.445 -2.716 5.420
H -0.615 -2.186 6.894
H -1.694 -1.065 6.036
*
```

Output
orbital gap	7.3	eV
energy above the lowest of the compared OMol25 structures with the same formula, charge and spin	8.0	kcal/mol
total energy	-47836.707	eV

- What is the total energy in the second record?
  -36501.529 eV

- Which formula does entry 8 have?
  C19H31ClHfN2S

Please write out number 5 again, unchanged.
This record from the OMol25 dataset describes a structure of composition C19H31Br2N7OSV. The level of theory is wB97M-V/def2-TZVPD.

ORCA input file:
```
! RIJCOSX wB97M-V def2-TZVPD def2/J DEFGRID3
* xyz 2 2
V 0.314 0.772 0.037
N 1.980 1.893 -0.876
C 3.122 2.043 0.057
C 2.588 2.306 1.456
N 1.520 1.346 1.831
C 1.988 0.091 2.466
C 2.486 -0.913 1.444
N 1.502 -1.069 0.344
H 2.300 1.456 -1.736
H 1.625 2.807 -1.148
H 3.788 2.856 -0.236
H 3.701 1.124 0.016
H 2.152 3.307 1.486
H 3.407 2.292 2.179
H 0.934 1.802 2.524
H 1.133 -0.325 2.998
H 2.777 0.289 3.197
H 2.681 -1.862 1.945
H 3.431 -0.594 1.010
H 0.844 -1.814 0.562
H 2.003 -1.345 -0.500
Br -4.671 5.235 -0.562
C -3.183 4.112 -0.433
C -2.250 4.290 0.587
C -1.192 3.418 0.662
N -0.995 2.411 -0.213
C -1.884 2.273 -1.226
C -3.000 3.093 -1.347
C -1.585 1.194 -2.167
C -2.221 1.065 -3.397
C -1.840 0.051 -4.253
Br -2.675 -0.148 -5.913
C -0.817 -0.814 -3.869
C -0.233 -0.631 -2.639
N -0.597 0.350 -1.782
H -2.361 5.081 1.315
H -0.468 3.514 1.462
H -3.724 2.941 -2.133
H -2.990 1.760 -3.700
H -0.487 -1.613 -4.519
H 0.568 -1.283 -2.313
C 4.349 -2.219 -1.718
O 3.427 -1.140 -1.969
H 5.376 -1.859 -1.688
H 4.255 -2.999 -2.472
H 4.096 -2.640 -0.747
H 3.624 -0.794 -2.847
C -2.765 -2.026 3.761
N -2.380 -2.449 2.426
C -2.543 -3.841 1.994
C -2.161 -3.782 0.509
N -1.504 -2.466 0.405
C -1.818 -1.701 1.494
S -1.557 -0.033 1.605
H -2.427 -2.768 4.483
H -3.849 -1.929 3.830
H -2.305 -1.067 3.981
H -3.569 -4.167 2.151
H -1.882 -4.487 2.574
H -3.039 -3.825 -0.134
H -1.479 -4.580 0.227
H -1.521 -1.984 -0.482
*
```

Output
orbital gap (spin up / spin down)	6.9 / 5.8	eV
energy above the lowest of the compared OMol25 structures with the same formula, charge and spin	0.0	kcal/mol
total energy	-209281.874	eV

- What is the total energy in the seventh record?
  -236801.994 eV